DFT (ωB97M-V/def2-TZVPD) results for a structure of composition C4H7N2OS.

Computed properties:
Charge: +1
E: -20113.325 eV
E_HOMO: -12.33 eV

CARTESIAN COORDINATES (ANGSTROEM)
C 0.98153 -0.34082 -0.12234
C -2.98114 0.97544 0.05615
C -1.01476 0.70599 0.48106
C 2.35070 -0.61533 -0.58273
N 0.14949 -1.24112 0.34607
N 0.42886 0.85263 -0.07946
O -1.09089 -0.69820 0.65888
S -3.73342 -0.28823 -0.43536
H -3.21065 1.98200 0.34404
H -1.01747 1.23292 1.44249
H 2.63510 -1.64640 -0.39903
H 3.05648 0.04143 -0.07528
H 2.43165 -0.42361 -1.65165
H 0.26900 -2.21800 0.56944
H 0.74552 1.68128 -0.55228



DFT (ωB97M-V/def2-TZVPD) results for a cluster of 2 separate species, C3H3ClS in total.

Computed properties:
Spin multiplicity: 3
Charge: 0
E: -26511.444 eV
E_HOMO (alpha / beta): -7.00 / -10.39 eV

CARTESIAN COORDINATES (ANGSTROEM)
C -1.03781 0.33512 1.34423
C -0.47629 1.33251 0.97420
C 0.64286 -0.72879 -0.93822
S 1.70862 -1.79209 -0.51725
Cl 0.70795 0.36686 -2.23894
H -1.28098 -0.67765 1.46745
H -0.38287 -0.89147 -0.59867
H 0.11853 2.05552 0.50720



DFT (ωB97M-V/def2-TZVPD) results for a structure of composition C19H45GdI2NOP3.

Computed properties:
Spin multiplicity: 8
Charge: +2
E: -88857.076 eV
E_HOMO (alpha / beta): -13.25 / -13.25 eV

CARTESIAN COORDINATES (ANGSTROEM)
I 5.13852 3.40559 -2.05889
I 6.15270 0.90575 -2.20986
Gd -0.53237 -0.17997 0.20004
P 0.74465 0.14840 2.47048
C 2.35342 0.80056 2.62471
C -0.49058 1.16658 3.28115
H -0.18339 1.10362 4.32576
H 0.84146 -1.38370 4.16267
H -1.50296 0.77772 3.12543
H -0.37582 -1.95784 2.96219
H 2.38294 1.80277 2.21464
H -0.43449 2.18954 2.90525
C 0.62279 -1.52599 3.10468
H 2.48654 0.78689 3.70222
H 1.36622 -2.16671 2.62620
H 3.06063 0.16172 2.10987
P -0.94916 -0.22818 -2.39078
C 0.17982 0.31301 -3.59947
C -1.36200 -1.96704 -2.57551
H -3.15560 0.42144 -1.59328
H -2.87756 0.50819 -3.38251
H -2.24432 1.78563 -2.27733
C -2.47128 0.72555 -2.39400
H -2.02755 -2.32953 -1.78477
H -1.85928 -1.98746 -3.54418
H -0.38449 0.14044 -4.51033
H 1.08297 -0.28302 -3.54762
H -0.45421 -2.57502 -2.57467
H 0.40663 1.35928 -3.43975
C 1.76546 0.77992 -0.67817
O 2.74602 1.20297 -1.05385
C -4.59005 -2.01290 -1.39760
C -5.13643 -1.32281 -0.14014
C -5.51583 0.12804 -0.47728
C -6.41733 -2.05012 0.25848
P -3.70820 -1.31048 1.35441
N -2.43623 -0.46254 0.88042
C -4.68710 -0.65090 3.02614
C -5.66528 -1.70805 3.58327
C -3.73608 -0.24508 4.14941
C -5.48715 0.59101 2.66737
C -3.03939 -3.24212 1.75824
C -1.88254 -3.51420 0.81013
C -2.59977 -3.39562 3.23555
C -4.12665 -4.27027 1.50396
H -3.82963 -1.46285 -1.89086
H -5.43305 -2.09180 -2.12277
H -4.25942 -3.05969 -1.21960
H -5.93836 0.14088 -1.49329
H -6.29522 0.53251 0.16577
H -4.66451 0.83619 -0.43784
H -6.27360 -3.09372 0.54740
H -6.98000 -1.51758 1.03734
H -7.07337 -2.05852 -0.62947
H -5.16724 -2.57165 4.02083
H -6.22067 -1.21153 4.41195
H -6.41604 -2.04690 2.86735
H -3.23335 0.70015 3.93250
H -4.35920 -0.04354 5.04826
H -3.02083 -1.00778 4.44293
H -4.86963 1.35170 2.13463
H -6.38323 0.37425 2.09750
H -5.83124 1.06947 3.59523
H -1.08147 -2.74594 0.87504
H -1.41542 -4.48056 1.07332
H -2.20375 -3.59760 -0.23072
H -3.47668 -3.54247 3.90052
H -2.03750 -4.36874 3.28716
H -1.98669 -2.62855 3.62341
H -5.00336 -4.11763 2.15927
H -4.46356 -4.32474 0.46100
H -3.72124 -5.26305 1.75159



DFT (ωB97M-V/def2-TZVPD) results for a cluster of 2 separate species, C8H13FNO in total.

Computed properties:
Spin multiplicity: 3
Charge: +1
E: -14749.725 eV
E_HOMO (alpha / beta): -11.27 / -15.55 eV

CARTESIAN COORDINATES (ANGSTROEM)
C 3.74850 0.18688 0.05736
C -0.54087 -1.44577 0.05489
C -1.24307 -0.43055 -0.85316
C -0.36631 1.25094 0.92655
C 0.90740 -1.42386 -0.11437
C 1.02134 0.70185 1.31497
C -0.54452 0.97164 -0.59290
C 1.42994 -0.05199 0.05936
N 0.93382 0.88628 -1.03190
O 4.26275 1.22124 -0.05207
F 4.08240 -1.14821 -0.14233
H -0.90330 -1.22789 1.06994
H -0.89449 -2.49896 -0.09627
H -1.12435 -0.68055 -1.97906
H -2.28057 -0.57047 -0.67006
H -1.19032 1.07890 1.51737
H -0.29634 2.40158 0.94821
H 1.39521 -2.08451 0.62538
H 1.24364 -1.85712 -1.09618
H 1.58528 1.55569 1.41990
H 1.05123 0.15556 2.20754
H -1.03066 1.75488 -1.07989
H 0.92583 0.34758 -2.03542
H 1.27604 1.80426 -1.16096



DFT (ωB97M-V/def2-TZVPD) results for a structure of composition C12H16FINO5PS.

Computed properties:
Charge: 0
E: -55372.237 eV
E_HOMO: -9.48 eV

CARTESIAN COORDINATES (ANGSTROEM)
C 5.28062 2.31765 1.09641
C 3.81641 2.82738 1.21124
C 3.42654 4.23973 1.32395
C 2.00635 4.61528 1.41390
C 0.96124 3.57476 1.43205
C 1.31761 2.16426 1.35787
C 0.29622 0.97390 1.41543
N -1.03191 1.29865 0.82237
P -2.36407 1.30526 1.99892
O -2.07306 2.56536 3.10262
I -2.31214 -0.72283 3.41669
S -1.43690 0.27758 -0.45783
O -2.05243 -0.96987 -0.02960
O -0.32942 -0.01395 -1.33865
F -2.56761 1.03142 -1.37222
C 2.74167 1.83760 1.23865
H 5.92589 2.89973 1.81039
H 5.36297 1.23428 1.39930
H 5.66153 2.39487 0.03879
H 4.23049 5.01878 1.31336
H 1.75889 5.70404 1.49149
H -0.09933 3.90679 1.50432
H 0.24055 0.66395 2.49897
H 0.80524 0.11079 0.89557
H -1.21976 2.98156 2.86170
H 3.02486 0.75765 1.17559
O -4.40242 -6.31650 -2.43119
C -3.66098 -5.37508 -2.46673
O -3.86824 -4.22336 -1.77734
C -2.85674 -3.26406 -2.12572
C -1.69903 -4.08306 -2.65786
C -2.40532 -5.26495 -3.29929
H -3.26566 -2.58426 -2.87887
H -2.57930 -2.68736 -1.24455
H -1.05847 -3.52794 -3.34345
H -1.07970 -4.43255 -1.82740
H -2.68304 -5.06091 -4.33536
H -1.81158 -6.17462 -3.23349



DFT (ωB97M-V/def2-TZVPD) results for the ion C11H19N4 with charge +1.

Computed properties:
Charge: +1
E: -17666.622 eV
E_HOMO: -11.33 eV

CARTESIAN COORDINATES (ANGSTROEM)
C -4.09740 -0.13647 -0.33167
C -2.77280 -0.85761 -0.14597
C -2.29048 -0.97264 1.37726
N -1.71857 -0.15712 -0.95899
C -1.22803 1.22741 -0.49349
N 0.23199 1.32993 -0.20454
C 0.75963 0.04399 -0.31366
C 2.01808 -0.47465 -0.07206
N 3.08970 0.26819 0.13421
C 4.46689 -0.28981 0.20007
C 3.03920 1.74151 0.11270
C 2.05887 -1.88946 -0.11262
C 0.96989 -2.70929 -0.45854
N -0.20202 -2.13815 -0.74950
C -0.13400 -0.87860 -0.77107
H -4.54777 -0.24418 -1.31061
H -4.81825 -0.42640 0.40552
H -4.09223 0.97777 -0.16574
H -2.90916 -1.83559 -0.54707
H -3.00935 -0.48480 2.04166
H -1.36108 -0.39189 1.40687
H -2.06979 -1.98426 1.62967
H -2.09332 -0.11750 -1.84785
H -1.76681 1.75652 0.20037
H -1.45966 1.94560 -1.41232
H 0.36676 1.84168 0.59356
H 4.56935 -0.70627 1.19934
H 4.68878 -0.84374 -0.78920
H 5.21827 0.58639 0.06722
H 2.15698 2.09409 -0.45756
H 3.07557 2.28874 1.12332
H 3.97339 2.06494 -0.33925
H 3.08283 -2.21835 0.09305
H 0.99457 -3.81074 -0.53690



E of number 6 (C11H19N4)?
-17666.622 eV